Computed, not measured: a single C5H10OS2 molecule in a non-equilibrium geometry, with wB97M-V/def2-TZVPD.

- HOMO: -8.5 eV
- Orbital gap: 9.10 eV
- Max |F|: 0.074 hartree/bohr
- LUMO: 0.6 eV
- 2S+1: 1

Structure (XYZ):
```
18
Properties=species:S:1:pos:R:3:mulliken_charge:R:1
C -1.703 0.723 -1.037 -1.0084
C -1.386 0.215 0.162 0.7719
C -1.647 0.947 1.417 -1.3999
S -0.741 -1.455 0.369 -0.1246
C 0.667 -1.587 -0.736 -0.6506
C 1.995 -1.236 0.040 -0.6753
S 1.891 0.414 0.836 0.0894
O 2.303 1.386 -0.448 -0.4871
H -2.180 1.709 -1.065 0.3247
H -1.852 -0.040 -1.811 0.2973
H -1.493 2.096 1.468 0.3117
H -1.156 0.588 2.253 0.4183
H -2.744 0.868 1.752 0.3162
H 0.647 -0.930 -1.658 0.3233
H 0.760 -2.576 -1.061 0.4415
H 2.229 -1.760 0.967 0.3395
H 2.737 -1.392 -0.684 0.3966
H 1.672 2.030 -0.765 0.3154
```

***

Computed, not measured: a single C5H10S molecule in a non-equilibrium geometry, with wB97M-V/def2-TZVPD.

- HOMO: -8.8 eV
- Orbital gap: 9.66 eV
- Max |F|: 0.074 hartree/bohr
- LUMO: 0.9 eV
- 2S+1: 1

Structure (XYZ):
```
16
Properties=species:S:1:pos:R:3:mulliken_charge:R:1
C 0.985 2.447 -0.426 -1.1660
C 0.642 1.165 0.238 -0.1714
C 0.489 0.021 -0.385 -0.5245
C -0.532 -0.849 0.190 0.4660
C -0.212 -2.253 0.233 -1.2090
S -2.225 -0.477 -0.381 -0.2257
H 0.699 3.263 0.190 0.3701
H 2.042 2.592 -0.635 0.3020
H 0.443 2.577 -1.399 0.2951
H 0.410 1.356 1.258 0.2883
H 1.043 -0.060 -1.305 0.3485
H -0.607 -0.459 1.207 0.1594
H 0.741 -2.419 0.763 0.3270
H -1.027 -2.825 0.717 0.3571
H 0.034 -2.749 -0.758 0.2548
H -2.926 -1.330 0.491 0.1284
```

***

Computed, not measured: 2 unconnected molecules or ions with the total composition C5H10SSi in a non-equilibrium geometry, with wB97M-V/def2-TZVPD.

- HOMO: -8.8 eV
- Orbital gap: 7.33 eV
- Max |F|: 0.109 hartree/bohr
- LUMO: -1.4 eV
- 2S+1: 1

Structure (XYZ):
```
17
Properties=species:S:1:pos:R:3:mulliken_charge:R:1
C -2.499 1.286 0.579 0.0155
C -2.517 0.159 0.071 -0.0092
C 2.710 -0.570 0.750 -0.9660
C 0.735 1.212 -1.151 -0.9485
C -2.592 -1.155 -0.290 -0.9122
Si 0.889 -0.252 0.209 0.3964
S -0.239 -2.058 -0.352 -0.2879
H -2.229 2.316 0.871 0.3902
H 3.168 -1.211 0.016 0.3448
H 3.201 0.135 1.349 0.3619
H 2.429 -1.520 1.384 0.2141
H 1.076 0.943 -2.169 0.3004
H -0.258 1.591 -1.162 0.2553
H 1.403 1.954 -0.743 0.2861
H -2.696 -1.339 -1.411 0.3279
H -2.809 -1.903 0.570 0.3365
H 0.228 0.413 1.481 -0.1054
```

***

Computed, not measured: 2 unconnected molecules or ions with the total composition C5H10Si in a non-equilibrium geometry, with wB97M-V/def2-TZVPD.

- HOMO (spin up / spin down): -9.0 / -7.2 eV
- Orbital gap (spin up / spin down): 8.47 / 7.27 eV
- Max |F|: 0.087 hartree/bohr
- LUMO (spin up / spin down): -0.5 / 0.0 eV
- 2S+1: 1

Structure (XYZ):
```
16
Properties=species:S:1:pos:R:3:mulliken_charge:R:1
C 2.717 1.819 0.178 0.2359
C 1.866 0.959 -0.024 -0.5416
C -2.754 1.329 -0.928 -0.8088
C 0.923 -1.982 -0.911 -1.0615
C -0.371 -0.286 1.694 -0.9101
Si 0.485 -0.245 -0.043 0.0296
H 3.296 2.598 -0.173 0.3589
H -2.400 2.198 -1.449 0.2970
H -2.484 0.342 -1.358 0.2324
H -2.875 1.240 0.142 0.2744
H 0.452 -1.983 -1.940 0.2775
H 1.959 -2.198 -0.974 0.3843
H 0.686 -2.851 -0.278 0.3317
H 0.105 -1.048 2.423 0.3034
H -0.290 0.673 2.184 0.3009
H -1.315 -0.566 1.457 0.2960
```

***

Computed, not measured: a molecular structure, C5H11BO in a non-equilibrium geometry, with wB97M-V/def2-TZVPD.

- HOMO (spin up / spin down): -8.3 / -7.6 eV
- Orbital gap (spin up / spin down): 8.96 / 7.29 eV
- Max |F|: 0.086 hartree/bohr
- LUMO (spin up / spin down): 0.6 / -0.4 eV
- 2S+1: 1

Structure (XYZ):
```
18
Properties=species:S:1:pos:R:3:mulliken_charge:R:1
B 0.453 -0.671 0.267 0.5830
C 2.118 0.539 0.714 -0.6378
C -1.147 -1.008 0.407 -0.6219
C 3.059 0.767 -0.349 -0.6642
C -2.786 0.515 -0.488 -1.1003
C -2.209 -0.041 0.758 -0.1491
O 1.024 -1.549 -0.502 -0.5072
H -1.494 -2.031 0.059 0.2762
H 2.576 0.195 1.611 0.3356
H 4.079 1.084 0.034 0.3052
H 2.624 1.491 -1.027 0.2415
H 3.230 -0.176 -0.897 0.1373
H -3.513 -0.172 -0.977 0.2951
H -2.026 0.716 -1.199 0.3689
H -3.101 1.618 -0.360 0.2997
H -1.760 0.826 1.276 0.2139
H -3.029 -0.374 1.466 0.2900
H 1.902 -1.730 -0.795 0.3341
```

***

Computed, not measured: a single C5H11BO3 molecule, with wB97M-V/def2-TZVPD.

- HOMO: -9.6 eV
- Orbital gap: 9.97 eV
- Max |F|: 0.013 hartree/bohr
- LUMO: 0.4 eV
- 2S+1: 1

Structure (XYZ):
```
20
Properties=species:S:1:pos:R:3:mulliken_charge:R:1
O 3.000 1.193 0.788 -0.5177
B 2.266 0.491 -0.130 0.5701
O 2.529 0.723 -1.467 -0.5661
C 1.230 -0.628 0.282 -1.0883
C -0.173 -0.388 -0.260 0.4431
C -0.993 0.734 0.379 -0.5757
C -2.343 0.441 -0.255 -0.4784
O -2.456 -0.990 -0.231 -0.3973
C -1.154 -1.523 0.027 -0.6459
H 2.585 1.270 1.649 0.2996
H 2.176 1.533 -1.836 0.3026
H 1.189 -0.773 1.367 0.2132
H 1.605 -1.569 -0.140 0.2768
H -0.148 -0.236 -1.344 0.2704
H -1.048 0.518 1.451 0.2997
H -0.657 1.764 0.251 0.3427
H -2.331 0.751 -1.306 0.2629
H -3.201 0.898 0.237 0.3307
H -0.992 -2.431 -0.553 0.3439
H -1.083 -1.779 1.093 0.3136
```

***

Computed, not measured: 3 unconnected molecules or ions with the total composition C5H11Br3NO in a non-equilibrium geometry, with wB97M-V/def2-TZVPD.

- HOMO: -4.1 eV
- Orbital gap: 6.72 eV
- Net charge: -1
- Max |F|: 0.026 hartree/bohr
- LUMO: 2.7 eV
- 2S+1: 1

Structure (XYZ):
```
21
Properties=species:S:1:pos:R:3:mulliken_charge:R:1
Br -15.570 6.331 -10.818 -0.8723
C -12.090 4.518 -11.216 0.2646
O -11.939 3.528 -10.509 -0.6502
N -11.448 4.844 -12.352 0.1396
C -11.733 6.130 -13.003 -0.9341
C -10.403 4.051 -12.954 -0.9446
H -12.834 5.314 -11.055 0.2183
H -12.758 6.436 -12.796 0.3309
H -11.759 5.901 -14.068 0.3027
H -11.088 6.972 -12.749 0.2757
H -9.543 4.681 -13.177 0.3209
H -10.071 3.176 -12.395 0.3213
H -10.761 3.710 -13.926 0.2968
Br -14.008 4.302 -15.387 -0.2293
C -14.817 3.666 -13.673 -0.3942
C -16.155 3.094 -14.030 -0.5521
Br -16.877 2.128 -12.546 -0.1587
H -14.975 4.579 -13.099 0.1116
H -14.153 2.970 -13.160 0.4127
H -15.989 2.379 -14.836 0.3718
H -16.801 3.928 -14.302 0.3685
```

***

Computed, not measured: a molecular structure, C5H11Br6N3O6 in a non-equilibrium geometry, with wB97M-V/def2-TZVPD.

- HOMO: -8.7 eV
- Orbital gap: 7.61 eV
- Max |F|: 0.180 hartree/bohr
- LUMO: -1.1 eV
- 2S+1: 1

Structure (XYZ):
```
31
Properties=species:S:1:pos:R:3:mulliken_charge:R:1
C -0.313 1.935 -2.608 -1.0802
N -0.615 1.438 -1.211 0.7372
O 0.367 1.104 -0.495 -0.4636
O -1.705 1.478 -0.801 -0.4851
H 0.584 2.538 -2.466 0.3664
H -1.086 2.638 -2.919 0.3660
H -0.277 1.133 -3.344 0.3199
C 2.453 -0.387 -0.913 -0.5930
N 2.165 0.631 0.091 1.1297
O 1.592 0.217 1.095 -0.5722
O 2.666 1.747 -0.096 -0.6290
H 2.855 0.128 -1.785 0.3249
H 1.531 -0.908 -1.173 0.0843
H 3.135 -1.111 -0.467 0.3319
C -0.769 -0.555 0.119 0.6420
N -0.559 -1.082 1.419 0.7982
O 0.522 -1.489 1.720 -0.5132
O -1.525 -0.999 2.173 -0.6943
H -1.364 0.321 0.377 0.2834
H -1.262 -1.364 -0.419 0.4411
H 0.259 -0.277 -0.112 -0.6663
C -2.065 2.780 1.112 -0.3666
Br -3.365 2.398 -0.300 -0.1279
Br -0.493 3.741 0.320 -0.1025
Br -1.597 1.089 2.088 0.0281
H -2.579 3.440 1.810 0.4681
C 0.260 -3.946 1.293 0.7238
Br 0.387 -3.757 3.284 -0.0309
Br -1.101 -5.205 0.748 -0.0498
Br 1.851 -4.710 0.595 -0.0340
H 0.045 -2.966 0.866 -0.6364
```